Entry 1:
The following is a quantum chemistry calculation of C5H8N2 in the gas phase, from the Open Molecules 2025 dataset.

SMILES string: Cc1cnn(C)c1
Energy: -8293.78322 eV
LUMO energy: 0.0362 Eh
Net charge: 0
ΔE to the lowest compared entry with this formula, charge and spin: 27.97 kcal per mole
Spin multiplicity: 1
Kohn-Sham gap: 9.911 eV
E_HOMO: -8.9264 eV

Each line ends with the Mulliken charge.
Cartesian coordinates (Å):
C: -2.338 -0.322 -0.408  -0.73
N: -1.240 0.161 0.429  0.51
C: -0.124 -0.593 0.286  -0.48
C: 0.966 0.211 0.266  0.53
C: 2.314 -0.321 -0.095  -1.15
C: 0.415 1.498 0.521  -0.37
N: -0.912 1.477 0.566  -0.88
H: -2.355 0.235 -1.350  0.28
H: -3.305 -0.315 0.084  0.26
H: -2.084 -1.355 -0.669  0.30
H: -0.221 -1.662 0.195  0.42
H: 2.975 0.431 -0.528  0.33
H: 2.177 -1.108 -0.850  0.30
H: 2.794 -0.775 0.774  0.25
H: 0.970 2.414 0.704  0.44



Entry 2:
The following is a quantum chemistry calculation of C6H10N2 as an isolated structure, from the Open Molecules 2025 dataset.

Energy: -9358.94184 eV
LUMO energy (alpha / beta): 0.0221 / 0.0247 Eh
Net charge: 0
ΔE to the lowest compared entry with this formula, charge and spin: 126.72 kcal per mole
Spin multiplicity: 1
Kohn-Sham gap (alpha / beta): 8.045 / 8.107 eV
E_HOMO (alpha / beta): -7.4436 / -7.4344 eV

Each line ends with the Mulliken charge.
Cartesian coordinates (Å):
C: -1.186 1.369 -0.655  -0.52
C: 2.728 0.474 0.349  -0.11
C: 0.247 0.906 0.565  -0.94
C: -0.841 0.026 -0.047  2.07
C: -1.831 -0.541 0.965  -1.60
C: -0.403 -1.020 -1.059  -1.71
N: -0.201 2.038 -0.137  -0.54
N: 2.982 -0.488 -0.349  -0.37
H: -1.983 1.718 -1.284  0.42
H: 3.208 1.262 0.905  0.34
H: 0.476 0.969 1.615  0.38
H: -2.795 -0.721 0.493  0.36
H: -1.975 0.151 1.792  0.41
H: -1.458 -1.484 1.362  0.38
H: 0.224 -1.767 -0.579  0.35
H: 0.170 -0.557 -1.858  0.39
H: -1.278 -1.507 -1.486  0.45
H: 3.915 -0.826 -0.592  0.23



Entry 3:
The following is a quantum chemistry calculation of an isolated ion of composition C4H11N2O and charge +1, from the Open Molecules 2025 dataset.

SMILES string: NCC[C@@H]([NH3+])C=O
Energy: -9347.31492 eV
LUMO energy: -0.1227 Eh
Net charge: +1
ΔE to the lowest compared entry with this formula, charge and spin: 35.56 kcal per mole
Spin multiplicity: 1
Kohn-Sham gap: 11.250 eV
E_HOMO: -14.5885 eV

Each line ends with the Mulliken charge.
Cartesian coordinates (Å):
O: 0.832 -1.228 -2.510  -0.45
C: 0.182 -1.623 -1.576  -0.12
C: -0.554 -0.653 -0.686  0.04
C: 0.043 -0.789 0.767  -0.83
C: 0.740 0.447 1.325  -0.76
N: -0.184 1.572 1.338  -0.59
N: -0.354 0.736 -1.239  -0.31
H: -0.050 -2.696 -1.510  0.42
H: -1.629 -0.796 -0.676  0.42
H: 0.799 -1.578 0.747  0.44
H: -0.766 -1.150 1.398  0.37
H: 1.613 0.612 0.688  0.33
H: 1.128 0.209 2.318  0.43
H: 0.116 2.404 1.834  0.24
H: -1.045 1.301 1.808  0.22
H: -0.316 1.387 -0.393  0.41
H: 0.535 0.840 -1.742  0.39
H: -1.089 1.007 -1.889  0.35



Entry 4:
The following is a quantum chemistry calculation of an isolated ion of composition C9H13N2O3 and charge +1, from the Open Molecules 2025 dataset.

SMILES string: C#CCO[C@H]1CCC[N+](C)=C1[N+](=O)[O-]
Energy: -18649.28832 eV
LUMO energy (alpha / beta): -0.2502 / -0.2435 Eh
Net charge: +1
ΔE to the lowest compared entry with this formula, charge and spin: 204.94 kcal per mole
Spin multiplicity: 1
Kohn-Sham gap (alpha / beta): 6.285 / 6.464 eV
E_HOMO (alpha / beta): -13.0948 / -13.0916 eV

Each line ends with the Mulliken charge.
Cartesian coordinates (Å):
C: -2.054 3.977 -0.635  0.01
C: -2.433 2.888 -0.340  -0.34
C: -0.133 0.309 -1.102  0.00
C: 0.688 -0.908 1.406  -0.85
C: 0.813 0.613 1.111  -1.28
C: 1.053 -1.738 0.165  -0.65
C: -0.261 1.073 0.166  0.54
C: 0.840 -1.822 -2.369  -0.99
C: -2.607 1.579 0.243  -0.51
N: 0.745 -1.117 -1.126  0.24
N: -0.694 0.725 -2.373  0.96
O: -1.791 1.228 -2.161  -0.52
O: -0.078 0.546 -3.424  -0.54
O: -1.525 0.923 0.763  -0.31
H: -1.534 4.828 -0.984  0.41
H: 1.196 -1.120 2.320  0.49
H: -0.354 -1.163 1.650  0.33
H: 0.806 1.027 2.080  0.53
H: 1.796 0.638 0.735  0.39
H: 1.964 -2.207 0.169  0.59
H: 0.261 -2.574 0.261  0.36
H: -0.138 2.172 -0.071  0.23
H: 0.038 -1.667 -3.185  0.34
H: 1.142 -2.779 -2.126  0.45
H: 1.707 -1.301 -2.848  0.38
H: -3.041 1.035 -0.767  0.30
H: -3.338 1.531 1.024  0.44



Entry 5:
The following is a quantum chemistry calculation of C29H45Cl2N2PPm as an isolated structure, from the Open Molecules 2025 dataset.

Energy: -84675.61930 eV
LUMO energy (alpha / beta): 0.0882 / 0.0882 Eh
Net charge: -1
ΔE to the lowest compared entry with this formula, charge and spin: 5.00 kcal per mole
Spin multiplicity: 5
Kohn-Sham gap (alpha / beta): 3.790 / 3.825 eV
E_HOMO (alpha / beta): -1.3912 / -1.4258 eV

Each line ends with the Mulliken charge.
Cartesian coordinates (Å):
P: 0.029 -0.636 -0.774  0.47
C: 1.559 -0.017 -1.732  0.12
C: 1.829 -0.545 -3.147  -0.06
C: 3.200 -0.102 -3.674  -0.96
C: 3.495 1.392 -3.481  -0.67
C: 3.103 1.930 -2.101  -0.84
C: 1.684 1.513 -1.684  0.04
C: -1.398 0.225 -1.617  0.59
C: -1.204 0.311 -3.123  -0.79
C: -2.479 0.803 -3.809  -1.15
C: -2.965 2.137 -3.234  -0.71
C: -2.971 2.187 -1.697  -0.97
C: -1.697 1.620 -1.045  -0.40
C: -0.134 -2.334 -1.546  -0.33
C: 1.048 -3.224 -1.145  -0.85
C: 0.990 -4.541 -1.931  -0.77
C: -0.348 -5.275 -1.768  -0.76
C: -1.561 -4.362 -1.978  -0.79
C: -1.457 -3.030 -1.228  -0.52
H: 2.344 -0.413 -1.064  0.77
H: 1.056 -0.193 -3.841  0.15
H: 1.790 -1.642 -3.184  -0.11
H: 3.272 -0.359 -4.738  0.36
H: 3.972 -0.694 -3.160  0.38
H: 4.565 1.560 -3.639  0.40
H: 2.975 1.968 -4.259  0.31
H: 3.801 1.550 -1.343  0.38
H: 3.182 3.023 -2.093  0.40
H: 1.485 1.887 -0.669  -0.81
H: 0.954 1.989 -2.358  0.28
H: -2.265 -0.417 -1.394  0.58
H: -3.255 0.033 -3.689  0.39
H: -0.916 -0.651 -3.566  0.20
H: -0.394 1.023 -3.325  0.06
H: -2.287 0.890 -4.886  0.40
H: -3.978 2.329 -3.605  0.42
H: -2.335 2.947 -3.625  0.29
H: -3.128 3.220 -1.366  0.43
H: -3.830 1.607 -1.332  0.37
H: -1.822 1.587 0.050  0.16
H: -0.848 2.292 -1.245  0.16
H: -0.105 -2.173 -2.637  0.39
H: 2.014 -2.731 -1.323  0.37
H: 0.996 -3.428 -0.063  0.37
H: 1.146 -4.326 -3.000  0.30
H: 1.813 -5.191 -1.619  0.41
H: -0.398 -5.711 -0.760  0.31
H: -0.395 -6.113 -2.472  0.38
H: -2.476 -4.878 -1.671  0.41
H: -1.666 -4.153 -3.053  0.34
H: -2.317 -2.405 -1.493  0.14
H: -1.526 -3.186 -0.143  0.27
Pm: 0.043 -0.370 2.076  0.41
Cl: -2.204 -1.621 1.821  -0.57
Cl: 2.567 0.023 1.652  -0.55
C: -0.619 1.555 3.332  -0.83
H: -1.155 1.382 4.288  -0.08
C: -0.490 2.923 3.062  0.99
C: -1.143 3.874 3.916  -0.92
C: -1.293 5.190 3.522  -0.28
C: -0.754 5.635 2.297  -0.65
C: 0.018 4.758 1.505  -0.24
C: 0.208 3.443 1.891  -0.24
H: -1.577 3.502 4.846  0.25
H: -1.849 5.890 4.147  0.34
H: 0.467 5.113 0.572  0.33
H: 0.847 2.750 1.321  0.26
H: -0.931 6.658 1.965  0.31
C: 1.047 -0.862 7.719  -0.87
N: 0.612 -1.362 6.416  0.18
C: -0.173 -2.497 6.185  -0.45
C: -0.376 -2.557 4.830  -0.60
N: 0.296 -1.487 4.224  -0.02
C: 0.868 -0.783 5.225  -0.21
H: 0.206 -0.864 8.426  0.33
H: 1.853 -1.480 8.142  0.30
H: 1.416 0.164 7.597  0.30
H: -0.523 -3.145 6.968  0.42
H: -0.945 -3.257 4.234  0.40
H: 1.439 0.133 5.100  0.36



Entry 6:
The following is a quantum chemistry calculation of C6H6Cl3NO in the gas phase, from the Open Molecules 2025 dataset.

SMILES string: [H]/N=C1/CC(=O)C[C@@H](Cl)C1(Cl)Cl
Energy: -47422.79196 eV
LUMO energy: 0.0134 Eh
Net charge: 0
ΔE to the lowest compared entry with this formula, charge and spin: 0.00 kcal per mole
Spin multiplicity: 1
Kohn-Sham gap: 10.310 eV
E_HOMO: -9.9463 eV

Each line ends with the Mulliken charge.
Cartesian coordinates (Å):
C: -0.133 1.427 0.269  0.32
C: -1.503 -0.761 -0.365  0.53
C: -1.348 0.814 -0.357  -0.96
C: -0.188 -1.677 -0.129  -0.88
C: 0.958 -0.878 0.553  -0.04
C: 1.198 0.427 -0.196  0.43
N: -0.179 2.384 1.059  -0.68
O: -2.566 -1.314 -0.511  -0.55
Cl: 2.356 -1.956 0.424  -0.14
Cl: 2.782 1.285 0.402  -0.18
Cl: 1.262 0.340 -1.875  -0.09
H: -2.317 1.181 -0.067  0.42
H: -1.132 1.026 -1.501  0.35
H: -0.689 -2.423 0.452  0.42
H: 0.156 -2.074 -1.177  0.31
H: 0.728 -0.659 1.558  0.48
H: 0.614 2.857 1.460  0.26